1.
C30H31CoFN2O6PS as an isolated structure, computed with wB97M-V/def2-TZVPD.

XYZ file:
```
73
Properties=species:S:1:pos:R:3:forces:R:3:lowdin_spin:R:1
Co -0.013446 -0.431421 -1.122053 0.622 0.125 0.333 0.937
O -2.424781 -1.214516 2.290292 -0.145 0.024 0.077 0.000
C -1.741802 -1.022059 1.170793 -0.259 0.278 0.010 0.001
O -0.568632 -1.239277 1.050304 0.298 -0.443 0.122 0.014
C -2.581868 -0.505659 0.041369 -0.254 -0.065 0.141 -0.001
C -3.939745 -0.277137 0.159957 -0.118 -0.017 0.290 0.000
C -4.648834 0.090587 -0.969415 -0.046 0.019 0.083 -0.001
C -3.979613 0.171000 -2.175636 -0.056 -0.102 -0.175 0.000
C -2.613864 -0.070734 -2.213244 0.063 0.161 -0.330 0.000
N -1.932873 -0.347739 -1.107306 -0.367 -0.125 0.066 -0.003
C -1.825195 -0.169922 -3.512994 0.012 0.400 -0.020 0.001
O -2.287815 0.510735 -4.565186 -0.038 -0.088 0.047 0.000
O -0.870176 -0.879885 -3.619569 0.013 -0.278 -0.010 0.007
H -1.793183 -1.461205 2.985035 0.017 0.015 0.078 0.000
H -4.409391 -0.394198 1.126705 -0.049 -0.011 -0.066 0.000
H -5.713416 0.276534 -0.924476 0.018 -0.003 0.042 0.000
H -4.543223 0.366819 -3.078261 0.085 0.019 -0.045 0.000
H -2.999136 1.122232 -4.342372 0.055 0.054 0.096 0.000
O 2.066046 -1.455783 -2.545815 -0.071 0.077 0.058 0.003
N 1.879231 -0.602330 -1.437964 0.356 -0.144 -0.382 -0.002
C 2.990786 -0.105863 -1.082381 0.107 0.072 0.117 -0.004
C 3.308415 0.844536 -0.005036 -0.090 -0.008 0.006 0.000
C 4.683272 1.016969 0.182756 0.054 -0.070 -0.054 -0.001
C 5.183664 1.888533 1.130435 0.054 0.051 0.037 0.000
C 4.306087 2.613561 1.919781 -0.007 0.008 0.011 0.000
C 2.940180 2.456551 1.744129 0.014 -0.093 -0.027 0.002
C 2.416022 1.588981 0.784817 -0.067 0.078 0.070 0.003
P 0.594363 1.464079 0.633420 0.007 -0.047 -0.088 0.035
C 0.110488 1.380453 2.406068 -0.058 -0.041 0.001 0.006
C -1.025915 2.026382 2.888664 0.049 0.046 0.020 0.004
C -1.486576 1.783511 4.179300 -0.019 0.028 -0.017 0.000
C -0.821605 0.889431 5.002170 0.003 -0.035 -0.008 0.004
C 0.318616 0.243210 4.533368 -0.007 -0.015 -0.035 0.000
C 0.776301 0.482747 3.246761 -0.053 -0.002 -0.040 0.004
C 0.038419 3.118264 0.102883 0.039 -0.045 -0.011 0.003
C 0.861863 4.228409 -0.043459 -0.041 0.020 0.018 0.002
C 0.334422 5.441940 -0.469600 0.024 -0.014 0.004 0.000
C -1.016348 5.557214 -0.755635 0.024 0.006 -0.010 0.001
C -1.842732 4.447746 -0.633151 -0.020 -0.015 0.007 0.000
C -1.314275 3.236373 -0.219035 -0.015 0.008 -0.043 0.002
H 1.272377 -1.299452 -3.088738 0.004 0.007 -0.002 0.000
H 3.843052 -0.433174 -1.671196 0.033 0.045 -0.017 0.000
H 5.371844 0.447795 -0.431203 -0.020 0.035 0.010 0.000
H 6.253002 2.006454 1.247771 -0.024 -0.027 0.004 0.000
H 4.681127 3.300596 2.667883 -0.019 -0.016 -0.020 0.000
H 2.257189 3.015467 2.371498 -0.002 0.016 -0.002 0.000
H -1.549109 2.739581 2.264124 -0.006 -0.004 0.020 0.000
H -2.365891 2.301488 4.543239 0.031 -0.006 -0.033 0.000
H -1.181362 0.698855 6.005372 0.019 0.022 -0.010 0.000
H 0.850805 -0.447766 5.175457 0.013 0.013 -0.016 0.000
H 1.655500 -0.038996 2.885872 -0.004 -0.004 0.026 0.000
H 1.921124 4.155956 0.160066 0.004 0.011 0.000 0.000
H 0.986213 6.299443 -0.579693 -0.008 -0.024 -0.003 0.000
H -1.421545 6.504802 -1.087347 0.001 -0.026 0.012 0.000
H -2.895834 4.528616 -0.874654 0.024 -0.018 0.019 0.000
H -1.957128 2.363386 -0.158282 0.000 0.019 -0.011 0.000
C -1.048482 -4.623764 0.942994 0.016 0.005 0.026 0.000
C -0.514237 -5.009503 -0.428931 0.005 0.089 0.101 0.000
S 0.570158 -3.736857 -1.088725 0.167 0.144 -0.081 -0.001
O -0.325007 -2.536786 -1.336931 -0.208 -0.142 0.035 -0.011
C 0.863546 -4.480965 -2.718903 0.114 -0.016 0.040 -0.001
C 2.292011 -4.992978 -2.843319 0.000 0.003 0.031 0.000
H -1.435107 -5.505317 1.452925 -0.022 0.012 -0.015 0.000
H -1.859868 -3.902572 0.854062 0.036 0.017 -0.015 0.000
H -0.266031 -4.185005 1.566378 -0.023 -0.046 -0.016 0.000
H -1.312754 -5.155792 -1.157377 -0.011 -0.055 0.012 0.000
H 0.104096 -5.910195 -0.382730 -0.012 0.012 -0.040 0.000
H 0.654927 -3.666188 -3.410792 -0.011 -0.017 -0.024 0.000
H 0.128344 -5.270361 -2.875205 -0.017 0.041 -0.045 0.000
H 3.006918 -4.176785 -2.736627 -0.031 -0.024 0.003 0.000
H 2.436866 -5.450958 -3.821530 -0.008 0.009 0.014 0.000
H 2.517326 -5.748558 -2.087605 -0.018 0.022 -0.030 0.000
F 0.052169 1.140430 -2.114280 -0.155 0.073 -0.345 -0.006
```
Positions in Å, forces in eV/Å.

- gap between HOMO and LUMO (alpha / beta) (eV) = 6.8997 / 7.5099
- molecular weight (u) = 656.56
- spin multiplicity = 2
- max |F| (eV/Å) = 0.7
- ΔE to the lowest compared entry with this formula, charge and spin (kcal/mol) = 29.2
- charge = +1

2.
One molecule with the formula C23H32ClN3O3S at a distorted geometry, computed with wB97M-V/def2-TZVPD.

XYZ file:
```
63
Properties=species:S:1:pos:R:3:forces:R:3:nbo_charge:R:1
C -4.387734 -1.733218 3.059076 -0.091 0.091 -0.091 -0.679
C -3.810389 -0.965293 1.931776 0.863 -0.792 -0.380 0.316
C -2.801888 -1.241774 1.043606 -0.866 0.157 0.890 0.025
N -2.680911 -0.180460 0.188232 -0.416 0.686 -0.042 -0.482
C -3.572827 0.690811 0.570828 0.707 -0.778 -0.254 0.458
C -3.873185 1.983554 -0.006626 -0.256 0.427 -0.028 -0.071
C -3.014307 2.645451 -0.889477 -0.334 -0.012 0.216 -0.025
C -3.357108 3.879744 -1.417642 -0.026 -0.001 0.002 -0.227
C -4.557529 4.473246 -1.071857 0.016 -0.050 0.025 -0.186
C -5.416707 3.836037 -0.189771 -0.033 0.049 -0.005 -0.215
C -5.076902 2.607056 0.335631 0.116 -0.044 -0.054 -0.177
H -5.741517 2.101695 1.019078 -0.061 -0.020 0.043 0.229
H -6.352283 4.297596 0.085644 -0.083 0.034 0.023 0.221
H -4.818614 5.433420 -1.489055 -0.014 0.088 -0.042 0.221
H -2.676231 4.369582 -2.095900 0.076 0.012 -0.049 0.232
Cl -1.495957 1.969969 -1.322119 0.480 0.201 -0.319 0.032
O -4.290977 0.261368 1.629941 -0.154 0.369 -0.002 -0.398
C -2.013070 -2.474381 0.910068 -0.375 -0.519 -0.341 -0.619
H -1.086275 -2.320083 0.367235 0.164 0.020 0.070 0.252
H -1.820273 -2.922824 1.883086 0.056 -0.149 -0.048 0.242
S -3.000204 -3.774757 -0.030148 1.103 0.805 -0.626 1.284
O -4.345297 -3.703197 0.544932 -1.093 -0.149 0.463 -0.990
C -3.125308 -2.838625 -1.632113 0.155 -0.475 0.471 -0.692
C -1.750121 -2.631396 -2.227492 -0.164 0.261 -0.085 0.649
O -1.154612 -3.524806 -2.798178 0.101 -0.378 -0.081 -0.631
N -1.267739 -1.386893 -2.059477 0.052 0.298 -0.021 -0.644
C 0.064864 -1.007299 -2.464909 0.210 -0.038 0.076 -0.230
H 0.457448 -1.815122 -3.086358 -0.009 0.146 -0.008 0.232
C 0.965533 -0.768872 -1.252977 0.110 0.095 -0.412 -0.400
H 0.465318 -0.074339 -0.576172 -0.038 -0.001 0.108 0.199
H 1.126787 -1.706513 -0.718772 -0.024 -0.028 0.052 0.208
C 2.325228 -0.207778 -1.668425 -0.266 -0.155 0.185 -0.208
N 3.185678 -0.023375 -0.514369 0.053 0.038 -0.199 -0.451
C 2.905772 1.211001 0.194174 -0.015 0.093 0.239 -0.217
C 3.621402 1.223259 1.546250 -0.032 0.061 0.017 -0.219
C 3.044491 0.141460 2.456044 0.086 0.197 -0.084 -0.614
H 2.019864 0.386995 2.726911 -0.137 -0.021 0.061 0.205
H 3.039985 -0.813895 1.940652 -0.022 -0.147 0.026 0.219
H 3.629867 0.053566 3.368461 0.032 -0.046 0.139 0.204
C 5.124987 1.051863 1.318292 -0.226 -0.181 -0.008 -0.393
C 5.421388 -0.176519 0.459528 0.225 0.237 -0.191 -0.225
C 6.910287 -0.279517 0.144498 -0.295 -0.056 0.075 -0.598
H 7.243189 0.591954 -0.416162 0.075 0.106 -0.065 0.201
H 7.489726 -0.337276 1.063076 0.115 -0.005 0.065 0.210
H 7.116141 -1.167551 -0.448896 0.098 -0.095 -0.073 0.207
C 4.598984 -0.105289 -0.828110 0.099 -0.223 0.249 -0.209
H 4.771902 -1.009303 -1.417695 0.017 0.046 -0.039 0.200
H 4.934031 0.762990 -1.427389 0.031 0.001 -0.024 0.156
H 5.114605 -1.072571 1.005231 -0.036 -0.025 -0.037 0.202
H 5.641671 0.971176 2.276933 0.065 0.046 0.035 0.207
H 5.508622 1.939364 0.807105 0.085 0.051 -0.031 0.198
H 3.452297 2.199793 2.015441 -0.006 -0.045 -0.069 0.203
H 1.829334 1.290000 0.354744 -0.026 0.057 -0.018 0.201
H 3.224713 2.089607 -0.399656 -0.045 -0.045 -0.026 0.164
H 2.800789 -0.924959 -2.342050 0.024 0.053 -0.029 0.198
H 2.182381 0.733214 -2.228803 0.065 -0.031 -0.043 0.163
H 0.004932 -0.092294 -3.063644 0.031 -0.078 -0.048 0.191
H -1.763844 -0.732422 -1.458736 -0.080 -0.143 -0.069 0.443
H -3.659172 -1.911793 -1.437303 -0.052 -0.002 0.126 0.239
H -3.716641 -3.486981 -2.277342 0.051 -0.013 0.043 0.258
H -5.195635 -1.164623 3.510396 -0.042 -0.009 0.115 0.235
H -4.772406 -2.682148 2.689460 -0.038 0.006 0.032 0.270
H -3.626531 -1.937597 3.811319 -0.005 0.022 0.093 0.228
```
Positions in Å, forces in eV/Å.

- gap between HOMO and LUMO (eV) = 8.6263
- molecular weight (u) = 466.05
- max |F| (eV/Å) = 1.5
- ΔE to the lowest compared entry with this formula, charge and spin (kcal/mol) = 0.0

3.
An isolated ion of composition C2H5BrO4PS and charge -1 at a distorted geometry, computed with wB97M-V/def2-TZVPD.

XYZ file:
```
14
Properties=species:S:1:pos:R:3:forces:R:3:nbo_charge:R:1
C -0.623007 -1.466180 1.413351 4.726 4.305 0.671 -0.633
C 0.211147 -1.021734 0.171296 0.930 0.408 0.847 -0.076
O -1.942036 1.890552 -1.048535 1.396 -0.578 0.189 -1.108
O -0.440815 1.657926 1.043763 0.685 0.004 0.752 -1.142
O 0.579335 1.581880 -2.992648 0.008 -0.125 -0.732 -0.873
O -0.627273 -0.257667 -0.674384 -0.500 0.312 -0.584 -0.823
P -0.755121 1.306871 -0.343204 -1.653 0.652 -1.202 2.232
S 0.961695 2.093081 -1.681474 0.315 -0.253 0.790 0.859
Br 3.052201 0.822432 -1.039363 -0.815 0.469 -0.118 -0.442
H -1.070055 -0.522408 1.770349 -0.356 -0.726 -0.211 0.246
H -1.203618 -2.215361 1.167149 -3.413 -3.579 -0.945 0.189
H 0.078389 -1.742086 2.218798 -0.214 -0.259 -0.268 0.193
H 0.729951 -1.763065 -0.459942 -0.758 -0.297 0.369 0.180
H 1.049207 -0.364241 0.454844 -0.351 -0.334 0.443 0.199
```
Positions in Å, forces in eV/Å.

- gap between HOMO and LUMO (eV) = 7.6320
- molecular weight (u) = 236.00
- max |F| (eV/Å) = 6.4
- ΔE to the lowest compared entry with this formula, charge and spin (kcal/mol) = 6.5
- charge = -1

> The highest max |F| belongs to which entry?

C2H5BrO4PS